No. 1
C48H120BCdF4N8O4S | ωB97M-V/def2-TZVPD

Properties
E_HOMO: -5.787 eV
total charge: -1
gap between HOMO and LUMO: 8.02 eV

Last column: Löwdin charge in e.
Geometry (Å):
Cd1 0.10878 -2.26425 1.50712  1.4733
S1 -1.43022 -3.78290 2.99442  0.2311
O1 -1.43799 -3.43634 1.54562  -0.5153
O2 -2.70559 -3.44245 3.57856  -0.3425
O3 -1.09396 -5.19257 3.16072  -0.3680
O4 -0.27638 -2.88762 3.40213  -0.4888
B1 0.07086 -0.11859 0.65828  -1.3882
F1 -0.65884 -1.05762 -0.14809  0.0444
F2 -0.00788 1.19190 0.23863  0.1642
F3 -0.50559 -0.26909 1.93278  0.0740
F4 1.37260 -0.58850 0.68410  0.0975
C1 4.40234 0.74184 0.14616  -0.0553
C2 5.52420 1.10334 1.13203  -0.2370
N1 6.84907 0.67209 0.69387  -0.1967
C3 7.21303 1.09931 -0.64842  -0.2691
C4 7.32999 2.62184 -0.71438  -0.0903
C5 7.10241 -0.75931 0.87021  -0.2656
C6 7.02972 -1.18727 2.33025  -0.0861
H1 4.44174 -0.32327 -0.08922  0.0646
H2 4.41543 1.32571 -0.77110  0.0465
H3 3.44365 0.90221 0.64211  0.0558
H4 5.61592 2.17431 1.34629  0.1104
H5 5.32821 0.77908 2.15342  0.0852
H6 6.57561 0.66657 -1.43369  0.1087
H7 8.20194 0.67610 -0.84273  0.1078
H8 7.71621 2.95023 -1.68593  0.0670
H9 8.08479 2.98709 -0.01752  0.0736
H10 6.39250 3.15946 -0.57969  0.0606
H11 6.44799 -1.38061 0.23718  0.1080
H12 8.11092 -0.96270 0.49984  0.1067
H13 7.39690 -2.20726 2.45651  0.0704
H14 7.66774 -0.55522 2.94956  0.0782
H15 6.01094 -1.12545 2.70922  0.0478
C7 0.37134 5.83328 5.29903  -0.0786
C8 0.13713 4.76733 4.22069  -0.2766
N2 -0.74520 5.11168 3.12956  -0.1941
C9 -0.30071 6.29754 2.41220  -0.2544
C10 -1.36051 6.84869 1.44841  -0.0972
C11 -1.03360 3.97783 2.26364  -0.2491
C12 -1.85272 2.89503 2.93463  -0.0643
H16 0.77102 6.75166 4.87344  0.0537
H17 1.06279 5.46142 6.05769  0.0632
H18 -0.54113 6.04424 5.86102  0.0765
H19 1.11526 4.48955 3.78936  0.1120
H20 -0.22180 3.91282 4.79193  0.0857
H21 -0.10008 7.12265 3.09013  0.0939
H22 0.61195 6.04777 1.84942  0.1203
H23 -1.15922 7.89794 1.22085  0.0637
H24 -1.35707 6.31771 0.49521  0.0593
H25 -2.37526 6.82362 1.84627  0.0772
H26 -0.07777 3.53291 1.92551  0.1157
H27 -1.49957 4.31576 1.33926  0.1060
H28 -2.81519 3.33616 3.20948  0.0798
H29 -1.41892 2.44055 3.82409  0.0560
H30 -2.04500 2.07026 2.24737  0.0567
C13 -6.06044 0.67316 -2.74722  -0.0920
C14 -5.27607 0.98468 -4.01334  -0.2568
N3 -4.06285 1.77281 -3.74349  -0.1748
C15 -3.11309 1.04588 -2.90264  -0.2539
C16 -1.88783 1.83126 -2.48916  -0.0701
C17 -3.42577 2.07400 -5.03956  -0.2569
C18 -4.29552 2.97154 -5.93047  -0.0981
H31 -5.57122 -0.08023 -2.13542  0.0341
H32 -7.04509 0.31712 -3.06243  0.0754
H33 -6.24678 1.58240 -2.17477  0.0839
H34 -4.92523 0.05877 -4.49927  0.1150
H35 -5.96393 1.48999 -4.68656  0.1012
H36 -3.67659 0.70741 -2.03157  0.0914
H37 -2.77286 0.10124 -3.36152  0.1073
H38 -2.14359 2.85907 -2.21805  0.0873
H39 -1.34932 1.38074 -1.65428  0.0547
H40 -1.13527 1.93297 -3.27770  0.0423
H41 -3.27279 1.12771 -5.58437  0.1122
H42 -2.45365 2.52511 -4.85326  0.0968
H43 -5.03715 2.41750 -6.49786  0.0596
H44 -3.66153 3.58264 -6.57683  0.0643
H45 -4.80340 3.73159 -5.32981  0.0762
C19 1.93724 -5.92278 -0.18071  -0.0739
C20 1.02234 -4.78418 0.25958  -0.2338
N4 1.65551 -3.51485 0.75202  -0.2395
C21 2.67813 -3.09969 -0.23321  -0.2534
C22 2.11209 -2.75360 -1.61274  -0.0628
C23 2.39972 -3.81722 1.99216  -0.2498
C24 2.87678 -2.56081 2.73119  -0.0884
H46 2.48509 -5.66956 -1.09066  0.0657
H47 1.31993 -6.80067 -0.36115  0.0779
H48 2.68860 -6.16359 0.57337  0.0689
H49 0.35018 -4.57468 -0.57538  0.0937
H50 0.37086 -5.11769 1.07007  0.0956
H51 3.19734 -2.20376 0.10785  0.0801
H52 3.48452 -3.82737 -0.36959  0.1150
H53 2.91205 -2.48491 -2.30423  0.0778
H54 1.58340 -3.61215 -2.03158  0.0565
H55 1.41279 -1.91815 -1.56134  0.0622
H56 3.26281 -4.46952 1.82872  0.1134
H57 1.77662 -4.34138 2.72133  0.1175
H58 3.38010 -2.79556 3.67233  0.0859
H59 2.11490 -1.83269 3.00304  0.0308
H60 3.64352 -2.00683 2.17904  0.0560
C25 -6.75875 -3.34913 0.59994  -0.0847
C26 -5.84210 -2.14255 0.35842  -0.2595
N5 -5.91214 -1.15380 1.41845  -0.1647
C27 -7.26554 -0.68613 1.68129  -0.2616
C28 -7.98549 0.09393 0.56009  -0.0873
C29 -5.03722 -0.01470 1.15512  -0.2357
C30 -3.58542 -0.45297 0.92260  -0.0752
H61 -6.56049 -4.13637 -0.13364  0.0663
H62 -7.82415 -3.13076 0.62997  0.0561
H63 -6.49219 -3.88055 1.51858  0.0828
H64 -4.84399 -2.56450 0.25656  0.1065
H65 -6.11827 -1.70264 -0.61325  0.0949
H66 -7.24416 -0.08755 2.59718  0.1118
H67 -7.94120 -1.49307 1.97632  0.0947
H68 -7.98844 -0.44587 -0.38377  0.0592
H69 -7.47172 1.04810 0.42416  0.0561
H70 -8.97973 0.36113 0.92007  0.0667
H71 -5.36814 0.51131 0.24873  0.0895
H72 -5.00083 0.66851 2.00401  0.1188
H73 -2.87696 0.37458 0.80804  0.0568
H74 -3.22082 -1.03148 1.77192  0.0861
H75 -3.43417 -0.94592 -0.04018  0.0469
C31 -0.47498 -2.66677 -4.96616  -0.0893
C32 -1.32646 -3.85100 -4.54337  -0.2541
N6 -1.29085 -4.01191 -3.08485  -0.1802
C33 -1.87677 -5.26419 -2.62049  -0.2674
C34 -1.02022 -6.48951 -2.95430  -0.0843
C35 -1.94174 -2.87530 -2.38886  -0.2360
C36 -3.43373 -2.67996 -2.65596  -0.0724
H76 -0.86923 -1.69158 -4.68212  0.0527
H77 -0.39389 -2.66494 -6.05520  0.0735
H78 0.50159 -2.76272 -4.48915  0.0731
H79 -2.36749 -3.76421 -4.89058  0.1087
H80 -0.97224 -4.79464 -4.96291  0.1010
H81 -1.81326 -5.24079 -1.52396  0.1126
H82 -2.95460 -5.34639 -2.79230  0.1073
H83 -1.30765 -7.38002 -2.39449  0.0711
H84 -1.14672 -6.71512 -4.01673  0.0570
H85 0.02160 -6.30096 -2.69843  0.0625
H86 -1.39124 -1.95500 -2.58870  0.0928
H87 -1.75504 -3.05672 -1.33670  0.0931
H88 -3.70023 -2.35737 -3.66534  0.0632
H89 -3.73736 -1.83840 -2.02685  0.0421
H90 -4.03371 -3.55350 -2.41235  0.0676
C37 1.81186 1.14035 -2.48406  -0.0579
C38 2.75934 0.71078 -3.61074  -0.2335
N7 2.84251 1.62861 -4.75500  -0.1746
C39 1.64203 1.67546 -5.56598  -0.2833
C40 1.26554 0.31631 -6.16793  -0.0802
C41 3.23446 2.99213 -4.39155  -0.2653
C42 4.53033 3.05827 -3.57118  -0.0854
H91 2.06728 0.59624 -1.57509  0.0541
H92 0.75685 1.04007 -2.73914  0.0529
H93 1.97437 2.19413 -2.24904  0.0767
H94 3.75427 0.63993 -3.16777  0.0931
H95 2.49720 -0.29982 -3.92455  0.0959
H96 0.75438 2.12994 -5.09621  0.1059
H97 1.79571 2.34970 -6.41797  0.1083
H98 2.15386 -0.11144 -6.62865  0.0813
H99 0.96954 -0.26967 -5.29455  0.0346
H100 0.40845 0.36048 -6.83476  0.0735
H101 2.43621 3.55198 -3.88833  0.1091
H102 3.39953 3.50246 -5.34477  0.1086
H103 5.34588 2.47747 -4.00260  0.0793
H104 4.31837 2.62254 -2.59514  0.0367
H105 4.86939 4.08615 -3.45340  0.0727
C43 0.76474 -1.36729 6.11077  -0.0789
C44 0.55930 -0.07299 5.33212  -0.2444
N8 1.64406 0.87249 5.65132  -0.1624
C45 1.24972 1.60793 6.85264  -0.2724
C46 2.33383 2.43912 7.52431  -0.0906
C47 1.86860 1.80011 4.55383  -0.2639
C48 2.70455 1.15586 3.44973  -0.0657
H106 1.56803 -1.92509 5.61811  0.0602
H107 -0.09413 -2.03435 6.12166  0.0737
H108 1.18583 -1.22429 7.10892  0.0621
H109 0.51459 -0.31115 4.27130  0.0820
H110 -0.41904 0.38908 5.52924  0.1180
H111 0.46027 2.32453 6.55835  0.1069
H112 0.80220 0.94381 7.59197  0.1108
H113 2.76355 3.18394 6.85874  0.0529
H114 1.89295 2.93075 8.39394  0.0689
H115 3.10825 1.78195 7.92813  0.0717
H116 2.47373 2.65166 4.88424  0.0995
H117 0.98184 2.29199 4.14051  0.0851
H118 3.56655 0.65268 3.88798  0.0799
H119 3.07553 1.86372 2.70620  0.0678
H120 2.05647 0.45272 2.92559  0.0440

---

No. 2
C4H25NO8 | ωB97M-V/def2-TZVPD

Properties
E_HOMO: -8.933 eV
gap between HOMO and LUMO: 9.03 eV

Last column: natural (NBO) charge in e.
Geometry (Å):
O1 2.55211 1.09753 -4.81731  -0.9392
H1 1.68818 0.69291 -4.73887  0.4719
H2 3.16769 0.37703 -4.68256  0.4671
O2 1.55501 -1.48712 4.75027  -0.9381
H3 2.22406 -0.87211 5.05090  0.4695
H4 1.00328 -1.63581 5.51821  0.4689
O3 5.67077 -2.00629 -2.75895  -0.9383
H5 6.18750 -2.40705 -2.05994  0.4687
H6 6.31808 -1.73007 -3.40773  0.4699
O4 -1.34373 -1.65444 -3.29408  -0.9407
H7 -0.97895 -2.13440 -2.55057  0.4715
H8 -2.29125 -1.69545 -3.16464  0.4692
O5 1.24319 -3.00844 0.15804  -0.9445
H9 2.02361 -2.82414 -0.36465  0.4706
H10 1.45328 -2.67285 1.02952  0.4738
O6 -3.65650 -2.84395 3.82443  -0.9332
H11 -2.96720 -3.46233 3.58215  0.4680
H12 -3.41680 -2.54956 4.70313  0.4651
O7 -2.39121 -6.98100 0.50128  -0.9360
H13 -1.79897 -6.22959 0.47196  0.4685
H14 -2.83877 -6.96697 -0.34473  0.4675
C1 -2.99293 2.62296 0.54276  -0.6301
C2 -1.81282 3.49907 0.01311  -0.0584
C3 -0.46149 3.18545 0.72426  -0.0712
O8 0.59968 3.39533 -0.11554  -0.5402
C4 1.82499 2.90553 0.37602  -0.2542
N1 -1.71851 3.23854 -1.45649  -0.8379
H15 -3.30112 2.59635 1.58794  0.2089
H16 -2.74840 1.57361 0.37790  0.2026
H17 -3.94194 2.71738 0.01497  0.2250
H18 -2.03435 4.56427 0.07920  0.1873
H19 -0.51148 2.17016 1.11769  0.1572
H20 -0.38089 3.85698 1.57903  0.1575
H21 2.09738 3.42918 1.29237  0.1696
H22 2.61854 2.88091 -0.37081  0.1995
H23 1.77678 1.82294 0.49342  0.1653
H24 -1.31749 4.04181 -1.91914  0.3587
H25 -1.09937 2.49363 -1.74260  0.3602

---

No. 3
C2H3Cl2FO | ωB97M-V/def2-TZVPD

Properties
spin multiplicity: 3
E_HOMO (spin up / spin down): -7.015 / -11.433 eV
expectation value of S²: 2.0056
gap between HOMO and LUMO (spin up / spin down): 7.71 / 7.49 eV

Last column: Löwdin spin population.
Geometry (Å):
C1 0.66831 -0.07819 0.62238  0.0653
C2 -0.44105 0.36073 -0.29712  0.5782
O1 -0.30711 0.52573 -1.56843  0.1825
F1 1.73196 -0.63172 -0.00560  0.0016
Cl1 -1.97543 -1.61651 0.18333  0.9671
Cl2 -1.46257 1.44614 0.53702  0.1659
H1 1.00435 0.93143 0.95630  0.0259
H2 0.55753 -0.78887 1.43926  0.0086
H3 0.22401 -0.14874 -1.86714  0.0048

---

No. 4
C5H11NO | ωB97M-V/def2-TZVPD

Properties
spin multiplicity: 2
E_HOMO (spin up / spin down): -14.235 / -14.237 eV
total charge: +1
expectation value of S²: 0.7605
gap between HOMO and LUMO (spin up / spin down): 7.67 / 7.20 eV

Last column: Löwdin spin population.
Geometry (Å):
C1 -1.89596 -0.08929 1.42704  0.0097
C2 -1.48454 -1.23244 0.42980  0.0492
C3 -0.77666 -0.61931 -0.76439  0.3817
C4 -0.00481 -1.42994 -1.64417  0.2611
N1 1.33651 -1.66790 -1.07417  0.1921
C5 2.07948 -0.67260 -0.62099  0.0233
H1 -2.29764 -0.54889 2.27916  0.0013
H2 -1.00408 0.54301 1.66228  -0.0001
H3 -2.78829 0.43038 1.14018  0.0003
H4 -0.82592 -1.84218 1.08411  0.0079
H5 -2.36597 -1.75718 0.03108  0.0159
H6 -1.14158 0.35092 -1.11249  0.0327
H7 -0.38671 -1.57491 -2.65978  0.0188
H8 1.66825 0.32155 -0.35637  0.0061
H9 3.11860 -0.80888 -0.48851  0.0001
H10 1.53672 4.03024 2.01692  0.0000
H11 1.21577 3.76280 0.52394  0.0000
O1 0.80127 4.12874 1.30436  0.0001

---

These records have energy above the lowest of the compared OMol25 structures with the same formula, charge and spin values of 46.66; 69.06; 0.00; 107.72 kcal/mol, in the order they appear.